(1)
Formula: C22H23AuGeNO4S
Source: the OMol25 dataset
Level of theory: ωB97M-V/def2-TZVPD

Summary:
Total charge ... +1
Frontier orbital gap ... 6.993 eV
Largest force on an atom ... 1.30 eV/Å

Geometry as XYZ:
```
53
C22H23AuGeNO4S (ωB97M-V/def2-TZVPD)
C 5.0599 -0.0731 -2.0638
H 5.8894 -2.0430 -1.8269
H -6.3169 2.0077 1.7602
H -1.5466 3.2736 1.5662
C 2.8855 0.2525 -1.0405
H -0.8789 0.1372 -4.5177
Au -1.6911 -1.6713 1.2540
C 2.9050 -1.0706 -0.6377
C -2.7571 -0.7445 -4.0072
H 0.5651 -0.2569 2.6440
C -5.2755 2.2847 1.7445
C 6.2213 0.4870 -2.8330
H 3.9394 1.7651 -2.1113
H -4.5929 -1.4760 -3.1897
H 5.9594 0.6025 -3.8787
C -3.3304 -0.6608 -1.6668
C -4.3564 1.3743 1.2884
C -2.6016 2.9929 1.6175
H 3.9060 -2.9390 -0.6249
O -1.8257 -1.5111 3.2373
O 0.4561 -0.8819 0.1038
N 2.2173 -1.2875 1.8646
C -4.8949 3.5794 2.0699
H 1.0408 -2.8644 4.1285
H 1.8417 -0.6207 3.7756
H 2.9507 -0.5926 1.7808
Ge -1.6958 0.7498 0.3190
O 1.4864 -3.1136 0.2407
C -3.5527 3.9311 2.0057
C -2.0815 -0.1179 -1.3755
C 3.9425 0.7361 -1.7842
H -0.3332 1.3504 0.6043
H -5.6286 4.3110 2.3723
C 1.2730 -1.0450 2.9359
H 0.3240 -2.9680 2.5403
C -3.6436 -1.0177 -2.9775
C -0.8184 -1.8645 4.0111
S 1.6509 -1.6961 0.3776
H 6.4955 1.4811 -2.4628
C 3.9632 -1.9012 -0.9342
H 2.0337 0.8649 -0.8023
O -0.8952 -1.8140 5.2152
C 5.0478 -1.3928 -1.6245
C 0.4889 -2.2862 3.3752
H -4.6485 0.3870 1.0100
H -4.0586 -0.7970 -0.8712
C -1.1842 0.1397 -2.4057
H -3.0257 -0.9528 -5.0283
H 7.0910 -0.1634 -2.7839
H -3.2271 4.9345 2.2517
H -0.2180 0.5977 -2.1829
C -1.5421 -0.1366 -3.7155
C -3.0132 1.7200 1.2524
```

***

(2)
Formula: C23H58I2N2O12P2SSi2
Source: the OMol25 dataset
Level of theory: ωB97M-V/def2-TZVPD

Summary:
Frontier orbital gap ... 7.996 eV
Largest force on an atom ... 6.20 eV/Å

Geometry as XYZ:
```
102
C23H58I2N2O12P2SSi2 (ωB97M-V/def2-TZVPD)
C -3.0200 3.3354 1.0376
H 1.0620 -1.4668 1.3992
O 1.8270 -5.0324 2.7428
H 0.2898 -1.5014 -6.9873
H -1.9475 3.0118 -9.5477
H 4.2424 -7.5651 3.9766
C -5.5702 7.5016 0.1349
O 0.3315 0.1775 -4.9116
H -0.2944 1.3841 -10.4880
H -2.5804 -0.0991 5.7162
C -2.6324 0.9418 6.0453
C 4.7418 -7.7322 4.9341
O -5.5230 -0.6148 -1.1960
H -2.4352 1.1318 1.0009
C -3.2407 1.8061 0.5303
H 1.7165 -1.7957 3.1595
H 0.6781 3.3149 -8.5156
H -1.6787 5.0697 0.5286
H 3.3093 -1.9805 0.3437
H -0.8387 4.3494 -9.9032
H 1.2234 -3.9047 1.0766
O 2.8456 -9.0127 1.3481
H -5.8706 -2.5403 -2.2460
H -3.8347 5.8104 -0.6915
H 1.4004 -0.1852 -7.3396
H 3.1480 0.2699 3.0702
C 0.3407 -0.4393 -7.2418
C -5.6926 -2.0358 -1.2414
O 4.7609 -7.1328 7.2695
H -2.0906 1.0411 6.9890
P 2.1795 1.9523 -2.3670
H -0.9759 3.1292 2.6031
H 1.2597 0.4287 -5.0149
H 4.2289 -1.7050 1.9045
H -3.8947 3.9613 0.6155
C -4.0583 7.5873 0.0672
Si 2.8816 3.2987 -0.7814
H 2.0060 -7.1918 3.1190
H 0.2687 1.6669 -0.0945
C -2.0541 1.8627 4.9894
H 2.5293 4.6878 -1.0736
C -0.8959 3.2836 -9.6600
O -3.4905 6.2822 0.0789
C -1.5879 3.9393 0.6248
H -3.6676 8.1330 0.9285
H 5.8020 -7.4846 4.8261
O 3.3398 -3.5977 1.8106
H -1.3204 3.5044 -0.3950
H -3.6881 1.1687 6.2204
P 5.1264 3.2006 -0.8508
C 2.3695 0.1301 2.2312
H -1.0060 1.6188 4.8018
C -0.4117 3.6083 1.7115
Si 0.8661 2.3220 1.0840
H -3.7367 8.1029 -0.8434
H -0.7358 2.6015 -11.7058
O 5.6826 3.5930 -2.4280
H -5.9642 6.9367 -0.7151
H 0.6713 -7.6457 2.0734
H 2.8878 0.4159 1.2548
H 0.0986 0.3771 2.6406
C -0.2442 2.4460 -10.7425
C 2.0354 -4.1764 1.8416
C 1.3026 -7.9958 2.8938
H 3.4731 -8.3142 1.5763
I 5.5510 0.7690 -0.4992
O 1.8333 0.3564 -1.7655
N -5.3791 -1.6240 0.9315
C -0.3140 0.3984 -6.1619
C 4.1049 -6.8990 6.0285
H -3.2062 1.7586 -0.6146
H 2.6851 -9.6077 3.3095
H -0.1483 -0.2838 -8.2063
H -3.1494 3.3353 2.1814
H 1.2829 1.6297 3.4750
H 0.6756 -8.1705 3.7720
H 1.3343 -10.0539 2.2503
C 3.2704 -2.1738 1.4794
H -3.6903 1.9417 3.9357
H 0.0665 4.5610 2.1383
C 1.9760 -1.4331 2.0961
O -2.7657 1.7158 3.7651
O -0.2493 3.0641 -8.4116
C 1.0300 1.0226 2.5231
H 3.0525 -7.1645 6.1477
H 4.6868 -8.7960 5.1802
H 1.5667 -0.1425 -2.5751
H -5.8842 6.9757 1.0402
H 6.0910 2.7759 -2.8146
O 2.4643 2.9266 0.8377
C -5.2973 -0.3890 0.1918
H -1.3660 0.1267 -6.0524
H 0.8151 2.7001 -10.8433
H 4.1671 -5.8319 5.7934
I 0.0638 3.0139 -3.1686
H 5.6887 -6.8874 7.1596
C 2.0409 -9.2582 2.4959
H -6.0184 8.4981 0.1323
S -4.9405 1.1933 1.0786
N -5.6138 -2.6541 0.0485
H -2.1136 2.9087 5.3076
H -0.2559 1.4633 -6.4046
```

***

no.,highest occupied orbital energy (eV),E_tot (eV)
1,-12.16,-103901.806
2,-8.67,-113708.062